This record from the Open Molecules 2025 dataset describes a structure of composition C29H38F4LaN3 at a distorted geometry. The level of theory is wB97M-V/def2-TZVPD.

- orbital gap (eV) = 7.3
- HOMO level (eV) = -7.2
- energy relative to the best compared isomer or geometry (same formula, charge and spin) (kcal per mole) = 28.92
- maximum force (hartree/bohr) = 0.021
- total energy (hartree) = -1723.11575

ORCA input file:
```
! RIJCOSX wB97M-V def2-TZVPD def2/J DEFGRID3
* xyz 0 1
La 0.08175 0.07817 0.30479
C -2.38387 -0.99543 1.04130
C -2.71818 0.28859 0.44375
C -3.19055 0.03046 -0.86014
C -3.14564 -1.36200 -1.09520
C -2.64734 -1.98320 0.05271
C -2.50590 -3.46188 0.26237
C -3.66159 -2.06445 -2.31729
C -3.68798 1.04712 -1.84788
C -3.01665 1.54447 1.23123
C -2.48964 -1.32260 2.52075
H -3.48161 -3.93583 0.40734
H -1.89395 -3.67701 1.13795
H -2.03872 -3.94457 -0.59991
H -4.72248 -2.30736 -2.20352
H -3.13308 -3.00412 -2.48873
H -3.57055 -1.44584 -3.21311
H -4.77559 0.99148 -1.94739
H -3.26510 0.87799 -2.84214
H -3.43228 2.06141 -1.54134
H -4.05084 1.52366 1.58818
H -2.90552 2.44603 0.62390
H -2.37644 1.65951 2.10839
H -3.36952 -1.95076 2.68516
H -2.61668 -0.42802 3.12529
H -1.62904 -1.87321 2.91092
C 1.85762 3.16537 -1.44195
N 2.47295 1.88061 -1.10541
C 3.45763 1.55203 -2.13600
C 3.21043 1.93141 0.17309
C 2.52971 2.66504 1.30741
N 1.32963 1.98714 1.77326
C 0.83669 2.39998 2.95653
C -0.11057 1.57931 3.60326
F -0.37436 0.39143 2.97696
C -0.74286 1.85800 4.78533
F -1.64062 0.98622 5.26582
C -0.45571 3.01585 5.47944
C 0.49283 3.84474 4.90820
F 0.80819 4.98424 5.53740
C 1.11785 3.57269 3.70851
F 1.98067 4.51011 3.25585
H 2.58677 3.98758 -1.42267
H 1.04745 3.39869 -0.75025
H 1.43962 3.10618 -2.44787
H 4.21541 2.34481 -2.21847
H 2.98240 1.44063 -3.10982
H 3.96828 0.62530 -1.87368
H 4.17740 2.43256 0.01659
H 3.40673 0.89768 0.47603
H 2.32883 3.69666 1.00363
H 3.27539 2.71678 2.10650
H -0.94061 3.25939 6.41172
C -0.45992 -2.04150 -2.92901
N 0.46273 -0.94249 -2.64421
C 0.38291 0.04415 -3.71610
C 1.83003 -1.47219 -2.54796
C 2.08077 -2.28113 -1.29321
C 2.90302 -3.39998 -1.39267
C 3.17961 -4.17969 -0.27909
C 2.63436 -3.82849 0.94473
C 1.84506 -2.68864 1.04082
C 1.54153 -1.87845 -0.06236
H -0.17690 -2.56280 -3.85534
H -1.46686 -1.64893 -3.03827
H -0.44534 -2.75387 -2.10419
H 0.67029 -0.37840 -4.68976
H 1.03839 0.88622 -3.49546
H -0.64048 0.41375 -3.79626
H 2.51354 -0.62476 -2.56470
H 2.05218 -2.09528 -3.42763
H 3.33194 -3.66597 -2.35422
H 3.80741 -5.05683 -0.37244
H 2.82756 -4.43484 1.82201
H 1.45741 -2.43291 2.02852
*
```

Atom charges from the Mulliken analysis, given in e for atoms 1 to 8: 1.695 1.193 0.447 -0.029 0.632 0.320 -1.926 -1.289

***

This record from the Open Molecules 2025 dataset describes a cluster of 3 separate species, C29H38F4O5 in total at a distorted geometry. The level of theory is wB97M-V/def2-TZVPD.

- SMILES = COCCCC[C@@]1(F)C[C@](CCCF)(CCCOC(C)=O)C(=O)O1.Fc1ccccc1.Fc1ccccc1
- orbital gap (eV) = 9.8
- HOMO level (eV) = -9.4
- maximum force (hartree/bohr) = 0.094
- total energy (hartree) = -1903.32832

ORCA input file:
```
! RIJCOSX wB97M-V def2-TZVPD def2/J DEFGRID3
* xyz 0 1
C -4.25729 -0.09356 2.95368
O -2.99444 0.41050 2.45433
C -2.33101 -0.55810 1.60542
C -2.10373 0.15615 0.16321
C -0.72798 1.00472 0.28804
C -0.75311 2.17648 -0.80841
C 0.63450 2.27868 -1.58211
F 0.78094 3.68367 -1.98572
C 2.01093 2.00327 -0.81954
C 3.13583 1.94673 -1.95875
C 3.96206 0.59067 -2.21256
C 4.38951 -0.19968 -0.88634
C 3.24345 -1.12472 -0.25402
F 3.45866 -2.53384 -0.42813
C 4.08804 3.25725 -1.82077
C 4.99220 3.18309 -0.47905
C 5.82424 4.51945 -0.19561
O 6.68359 4.24649 0.96611
C 5.91730 4.34320 2.18045
C 5.33479 3.08341 2.96394
O 5.74923 5.49541 2.63720
C 2.15152 1.96234 -3.25783
O 2.49955 2.22570 -4.42068
O 0.80940 1.59878 -2.83666
H -5.07964 0.33091 2.27225
H -4.31225 -1.22846 3.03969
H -4.41128 0.31542 4.02079
H -1.29488 -0.77378 2.04148
H -2.93409 -1.50272 1.40240
H -2.99258 0.79215 -0.15164
H -1.89145 -0.68227 -0.58944
H -0.62104 1.41874 1.35594
H 0.12368 0.25144 0.14332
H -1.63302 2.06328 -1.54114
H -0.94353 3.17995 -0.27350
H 2.20818 3.02805 -0.32156
H 2.05270 1.29920 0.07225
H 3.41282 -0.06919 -2.97486
H 4.94606 0.90918 -2.72771
H 5.24409 -0.91352 -1.19359
H 4.85666 0.47854 -0.07937
H 3.19301 -0.86157 0.86941
H 2.23210 -0.82094 -0.71072
H 4.71744 3.31392 -2.77076
H 3.38609 4.15479 -1.80078
H 5.75732 2.34581 -0.64730
H 4.26903 2.96357 0.37902
H 6.48007 4.74594 -1.10081
H 5.18314 5.44492 -0.00864
H 5.04567 3.40901 4.03084
H 4.37018 2.66131 2.50075
H 6.06540 2.21187 3.03920
F -1.94646 -3.29423 0.56052
C -1.04494 -3.93383 -0.20501
C -0.94231 -3.61055 -1.54879
C -0.00585 -4.26827 -2.33958
C 0.80927 -5.24876 -1.77975
C 0.69351 -5.56824 -0.43015
C -0.23496 -4.90341 0.36377
H -1.59102 -2.85036 -1.96867
H 0.08835 -4.01780 -3.39061
H 1.53654 -5.76432 -2.39836
H 1.32639 -6.33494 0.00342
H -0.33261 -5.13296 1.41836
F -6.38766 -0.29659 0.55028
C -7.28537 -1.27720 0.73977
C -8.59098 -0.95018 1.06978
C -9.52162 -1.96604 1.26111
C -9.13316 -3.29717 1.13073
C -7.81780 -3.61342 0.80385
C -6.88921 -2.59790 0.60158
H -8.87265 0.09101 1.17496
H -10.54794 -1.72129 1.51211
H -9.85893 -4.08915 1.28450
H -7.51580 -4.65066 0.70665
H -5.86284 -2.82538 0.33785
*
```

Atom charges from the Mulliken analysis, given in e for atoms 1 to 8: -0.514 -0.380 -0.144 -0.434 -0.087 -1.063 0.882 -0.406

***

This record from the Open Molecules 2025 dataset describes a structure of composition C29H38N3O5PrS3 at a distorted geometry. The level of theory is wB97M-V/def2-TZVPD.

- orbital gap (spin up / spin down) (eV) = 6.5 / 6.6
- HOMO level (spin up / spin down) (eV) = -6.4 / -6.4
- maximum force (hartree/bohr) = 0.021
- expectation value of S² = 2.0021
- total energy (hartree) = -3379.86630

ORCA input file:
```
! RIJCOSX wB97M-V def2-TZVPD def2/J DEFGRID3
* xyz 0 3
Pr 0.81856 0.28467 0.59172
O 3.77860 -1.46529 -2.25450
C 3.00801 -1.15587 -1.20370
O 2.31899 -0.12107 -1.25338
C 3.04867 -2.02701 -0.07822
C 3.96415 -3.02571 0.12357
C 4.02371 -3.69532 1.36001
C 3.32550 -3.17394 2.43438
C 2.49527 -2.06476 2.25385
N 2.03963 -1.76259 0.91029
C 2.04837 -1.14180 3.21282
O 2.31431 -1.32895 4.52687
O 1.38960 -0.11265 2.93012
H 3.59833 -0.80166 -2.93443
H 4.68571 -3.24595 -0.65211
H 4.68998 -4.53499 1.49472
H 3.49023 -3.59893 3.42148
H 2.88681 -2.09629 4.63271
C -1.86001 0.01227 -4.59458
C -2.00107 0.74073 -3.26237
S -1.20650 0.01364 -1.79203
C -2.00573 -1.61924 -1.63369
C -1.42929 -2.78667 -2.48329
S 0.37749 -2.78288 -2.79576
C 0.43995 -3.06924 -4.61263
C -0.33256 -2.13376 -5.52435
S -0.16007 -0.35333 -5.14340
H -2.31141 0.63638 -5.36671
H -2.39849 -0.93362 -4.56688
H -3.06379 0.85238 -3.04106
H -1.54736 1.73088 -3.31318
H -3.06388 -1.49108 -1.87106
H -1.88239 -1.82986 -0.57253
H -1.89280 -2.79391 -3.46732
H -1.67250 -3.72675 -1.98707
H 0.14502 -4.10012 -4.82297
H 1.51014 -2.97807 -4.80606
H -1.39865 -2.35532 -5.52315
H 0.02702 -2.26151 -6.54641
N -1.95897 1.83870 3.96668
C -0.98028 1.79353 3.03037
N -1.34836 1.19741 1.92965
C -2.66980 0.82646 2.13698
C -3.57197 0.18379 1.29369
C -4.84264 -0.06037 1.77638
C -5.22507 0.33077 3.06581
C -4.34925 0.98366 3.91091
C -3.06851 1.21845 3.42743
H -1.87630 2.23800 4.88363
H -0.00348 2.22403 3.19017
H -3.27562 -0.09532 0.29233
H -5.56748 -0.55989 1.14675
H -6.23250 0.12562 3.40268
H -4.65186 1.30377 4.89953
C -0.73331 -2.26353 2.50098
O -0.34049 -1.71074 1.23956
C 0.73540 -2.36973 0.46350
C 0.69479 -3.86892 0.62164
H 0.06838 -2.83575 2.96072
H -1.60050 -2.91485 2.36550
H -1.00430 -1.44539 3.17014
H -0.31367 -4.24052 0.42243
H 1.01365 -4.24676 1.60172
H 1.35902 -4.31174 -0.12141
C 0.09172 5.94222 -0.41437
C 1.41667 5.33214 0.06454
C 2.51465 5.59955 -0.97315
C 1.81411 5.94882 1.41215
C 1.24074 3.88040 0.22838
C 1.08137 2.67774 0.36865
H 0.18618 7.02609 -0.51868
H -0.70621 5.72745 0.29715
H -0.19123 5.52197 -1.37988
H 2.65116 6.67474 -1.11352
H 2.24796 5.15291 -1.93122
H 3.46118 5.16719 -0.64788
H 1.94030 7.02977 1.31356
H 2.75207 5.51996 1.76584
H 1.04490 5.75554 2.16093
*
```

Atom charges from the Mulliken analysis, given in e for atoms 1 to 8: 0.509 -0.514 -0.086 -0.529 0.435 -0.321 -1.258 -1.254

***

This record from the Open Molecules 2025 dataset describes a structure of composition C29H38N6O2P3Ru at a distorted geometry. The level of theory is wB97M-V/def2-TZVPD.

- orbital gap (spin up / spin down) (eV) = 7.0 / 5.4
- HOMO level (spin up / spin down) (eV) = -13.0 / -13.4
- maximum force (hartree/bohr) = 0.022
- expectation value of S² = 8.7810
- total energy (hartree) = -2725.23547

ORCA input file:
```
! RIJCOSX wB97M-V def2-TZVPD def2/J DEFGRID3
* xyz 2 6
Ru 0.46418 0.36726 0.04448
O -1.41226 -4.95818 0.05073
C -0.15700 -5.11196 -0.37726
C 0.30109 -6.42802 -0.44315
C 1.56909 -6.70153 -0.88592
C 2.44561 -5.67165 -1.29201
C 2.02120 -4.38364 -1.22821
C 0.71906 -4.05697 -0.75941
C 0.37284 -2.67155 -0.69912
O 1.16047 -1.73907 -0.95475
N -0.96003 -2.38527 -0.36362
N -1.25059 -1.11740 -0.21594
C -1.47918 -0.31109 -1.22088
C -2.19227 0.96616 -0.96300
C -3.06209 1.49962 -1.89086
C -3.80754 2.61318 -1.51819
C -3.64707 3.13653 -0.24790
C -2.71016 2.55320 0.60129
N -1.98388 1.49736 0.24592
H -1.68103 -4.02711 -0.01088
H -0.38027 -7.21407 -0.14615
H 1.89868 -7.73204 -0.93660
H 3.43688 -5.90676 -1.65327
H 2.65918 -3.57604 -1.55956
H -1.42842 -0.70191 -2.23032
H -3.18517 1.04082 -2.86475
H -4.51484 3.05250 -2.21054
H -4.22891 3.98612 0.08456
H -2.54542 2.94666 1.59854
C -0.60645 0.97675 3.48567
P 0.61487 0.09651 2.47035
C 0.46082 -1.61463 3.07670
C 2.25005 0.70661 2.99070
C 2.44379 1.23832 4.26712
C 3.68476 1.73061 4.64366
C 4.74604 1.69367 3.74953
C 4.56922 1.15549 2.48251
C 3.32668 0.66237 2.08760
P 3.06184 -0.16002 0.47931
C 4.39485 0.39634 -0.64479
C 3.60265 -1.86928 0.83649
H -0.56041 0.63084 4.51796
H -1.59611 0.75229 3.08593
H -0.44482 2.05297 3.45477
H 0.74720 -1.64692 4.12811
H 1.08901 -2.30201 2.51471
H -0.57852 -1.93162 2.97621
H 1.62533 1.28097 4.97570
H 3.82360 2.14128 5.63578
H 5.71515 2.07745 4.04239
H 5.41175 1.11980 1.80068
H 5.25166 -0.27128 -0.55464
H 4.71472 1.41227 -0.43010
H 4.03481 0.35628 -1.67299
H 4.53453 -1.82543 1.40111
H 3.77090 -2.39005 -0.10535
H 2.86192 -2.42548 1.40635
C 1.89031 5.43334 -1.42719
N 2.75655 4.79210 -0.43360
C 2.40897 5.29488 0.89878
N 0.99623 5.10054 1.23733
C 0.17317 5.72987 0.20094
N 0.46340 5.23918 -1.14943
C 0.04083 3.87435 -1.35485
P 0.95761 2.73190 -0.17499
C 2.69276 3.34206 -0.50420
C 0.67152 3.69581 1.40192
H 2.12262 5.04390 -2.41841
H 2.09573 6.50205 -1.41810
H 2.62085 6.36196 0.92508
H 3.03056 4.79827 1.64539
H 0.37087 6.80009 0.21790
H -0.88311 5.57008 0.42622
H 0.25211 3.55688 -2.37640
H -1.02999 3.76911 -1.17939
H 3.01725 2.99495 -1.48599
H 3.34847 2.91206 0.25202
H 1.29040 3.25547 2.18680
H -0.37554 3.58668 1.68764
*
```

Atom charges from the Mulliken analysis, given in e for atoms 1 to 8: -0.896 -0.578 0.794 -0.733 -0.293 -0.941 -0.739 0.607